This record from the Open Molecules 2025 dataset describes a molecular structure, C37H56AsClHfP3S4Si. The level of theory is the ωB97M-V functional and the def2-TZVPD basis.

* total charge: -1
* gap between HOMO and LUMO: 6.592 eV
* molar mass: 1039.0 g mol⁻¹
* energy relative to the best compared isomer or geometry (same formula, charge and spin): 90.9 kJ/mol

Each line ends with the Mulliken charge.
Element x y z (Å)
1 Hf 0.751 0.666 0.413  -0.92
2 C -1.305 -6.062 -0.124  -1.73
3 C -0.245 -4.976 -0.275  1.51
4 C 1.170 -5.579 -0.340  -1.76
5 P -0.265 -3.523 0.893  0.65
6 C 0.322 -4.189 2.527  0.80
7 C 0.116 -5.663 2.876  -1.40
8 C -0.225 -3.315 3.652  -1.46
9 C -2.022 -3.106 1.265  0.12
10 C -2.836 -3.968 2.004  -0.33
11 C -4.084 -3.580 2.459  -0.89
12 C -4.537 -2.301 2.187  -1.00
13 C -3.761 -1.446 1.422  -0.57
14 C -2.507 -1.818 0.924  0.83
15 Si -1.605 -0.636 -0.297  0.53
16 C -1.661 -1.742 -1.877  0.17
17 C -2.578 -2.799 -1.999  0.64
18 C -2.651 -3.581 -3.139  -1.10
19 C -1.781 -3.345 -4.197  -0.89
20 C -0.869 -2.311 -4.103  -0.27
21 C -0.814 -1.505 -2.962  -0.86
22 P 0.352 -0.099 -2.857  1.21
23 C -0.050 0.738 -4.475  0.25
24 C -1.543 1.064 -4.550  -1.54
25 C 0.803 1.980 -4.739  -1.49
26 C 1.966 -0.946 -3.263  0.57
27 C 2.126 -2.233 -2.463  -1.31
28 C 3.175 -0.047 -2.999  -1.29
29 C -3.033 0.579 -0.766  -0.33
30 C -4.183 0.054 -1.377  0.02
31 C -5.257 0.843 -1.742  -1.20
32 C -5.218 2.210 -1.495  -0.91
33 C -4.102 2.753 -0.889  -0.38
34 C -3.004 1.959 -0.529  0.62
35 P -1.504 2.707 0.212  1.23
36 C -2.020 3.188 1.927  0.55
37 C -0.946 4.052 2.595  -1.20
38 C -3.420 3.773 2.106  -1.60
39 C -1.231 4.271 -0.766  1.10
40 C -1.226 3.922 -2.251  -1.33
41 C -2.045 5.537 -0.495  -1.70
42 H -1.225 -6.779 -0.948  0.48
43 H -2.313 -5.644 -0.145  0.32
44 H -1.187 -6.617 0.808  0.23
45 H -0.425 -4.492 -1.230  -0.41
46 H 1.243 -6.478 0.274  0.46
47 H 1.940 -4.885 0.000  0.38
48 H 1.418 -5.866 -1.364  0.41
49 H 1.401 -4.005 2.477  0.51
50 H -0.940 -5.934 2.919  0.16
51 H 0.533 -5.847 3.870  0.48
52 H 0.613 -6.340 2.181  0.26
53 H -1.238 -3.623 3.924  0.30
54 H -0.256 -2.257 3.389  0.19
55 H 0.415 -3.399 4.526  0.47
56 H -2.478 -4.960 2.247  0.15
57 H -4.688 -4.266 3.041  0.40
58 H -5.500 -1.971 2.560  0.40
59 H -4.152 -0.460 1.197  0.53
60 H -3.239 -3.025 -1.171  0.48
61 H -3.373 -4.388 -3.195  0.42
62 H -1.814 -3.964 -5.086  0.37
63 H -0.189 -2.131 -4.929  0.24
64 H 0.180 0.003 -5.254  0.62
65 H -1.840 1.769 -3.773  0.07
66 H -2.161 0.174 -4.438  0.25
67 H -1.769 1.519 -5.518  0.59
68 H 0.794 2.669 -3.894  0.16
69 H 0.410 2.517 -5.606  0.48
70 H 1.840 1.726 -4.953  0.35
71 H 1.924 -1.198 -4.330  0.57
72 H 2.117 -2.037 -1.387  -0.04
73 H 3.088 -2.696 -2.701  0.59
74 H 1.339 -2.953 -2.675  0.19
75 H 3.324 0.069 -1.925  0.03
76 H 3.088 0.948 -3.435  0.28
77 H 4.076 -0.515 -3.404  0.55
78 H -4.240 -1.010 -1.572  0.50
79 H -6.123 0.396 -2.215  0.42
80 H -6.051 2.846 -1.768  0.36
81 H -4.087 3.813 -0.688  0.13
82 H -2.010 2.217 2.434  0.14
83 H -0.733 4.960 2.027  0.18
84 H -0.013 3.504 2.721  0.12
85 H -1.293 4.355 3.585  0.53
86 H -3.536 4.749 1.633  0.19
87 H -3.602 3.907 3.176  0.54
88 H -4.195 3.111 1.721  0.33
89 H -0.201 4.511 -0.498  0.31
90 H -2.238 3.797 -2.642  0.38
91 H -0.687 2.989 -2.424  -0.33
92 H -0.733 4.710 -2.826  0.58
93 H -3.095 5.446 -0.772  0.27
94 H -1.629 6.348 -1.099  0.48
95 H -1.993 5.848 0.546  0.31
96 S 3.383 2.150 3.203  -0.48
97 As 2.363 0.332 3.113  0.22
98 S 2.732 -0.653 1.063  -0.46
99 S 0.123 0.699 2.796  -0.57
100 S 2.690 -1.038 4.653  -0.49
101 Cl 1.762 3.444 0.471  -0.15
102 C 1.911 2.188 -0.844  -0.71
103 H 2.983 2.031 -0.941  0.59
104 H 1.529 2.645 -1.756  0.32


This record from the Open Molecules 2025 dataset describes 13 unconnected molecules or ions with the total composition C37H56Cl2F4N12O2 in a non-equilibrium geometry. The level of theory is the ωB97M-V functional and the def2-TZVPD basis.

* total charge: 0
* gap between HOMO and LUMO: 8.833 eV
* molar mass: 847.8 g mol⁻¹

Each line ends with the Mulliken charge.
Element x y z (Å)
1 C 5.355 0.112 0.436  -1.15
2 C 4.291 1.049 1.167  0.41
3 Cl 5.015 2.443 2.124  -0.26
4 C 2.886 0.891 1.152  0.05
5 Cl 1.875 2.094 2.097  -0.11
6 C 2.231 -0.321 0.357  -0.27
7 O 0.837 -0.180 0.065  0.23
8 C 0.533 -0.407 -1.319  -1.09
9 C -0.786 0.445 -1.707  0.40
10 C -0.456 1.908 -2.224  -0.60
11 C 0.863 2.507 -1.518  0.18
12 C 0.989 4.071 -1.645  0.71
13 F 0.213 4.635 -0.610  -0.25
14 F 2.309 4.440 -1.322  -0.27
15 F 0.648 4.583 -2.885  -0.26
16 O -1.578 0.569 -0.509  -0.13
17 C -2.821 -0.144 -0.581  0.02
18 C -3.970 0.788 0.087  -0.62
19 C -3.395 2.067 0.811  0.68
20 C -4.480 2.764 1.772  -1.29
21 F -3.004 3.067 -0.160  -0.34
22 H 4.899 -0.667 -0.240  0.33
23 H 6.015 0.781 -0.195  0.43
24 H 5.994 -0.437 1.199  0.30
25 H 2.830 -0.448 -0.591  0.35
26 H 2.413 -1.264 0.998  -0.38
27 H 0.255 -1.487 -1.493  0.40
28 H 1.336 -0.095 -2.049  0.47
29 H -1.276 -0.125 -2.552  0.39
30 H -0.284 1.914 -3.346  0.11
31 H -1.309 2.639 -2.031  0.23
32 H 1.769 1.980 -1.956  0.12
33 H 0.728 2.290 -0.410  -0.22
34 H -2.827 -1.107 0.028  0.04
35 H -3.179 -0.374 -1.625  -0.05
36 H -4.516 0.186 0.889  0.20
37 H -4.734 1.053 -0.717  0.30
38 H -2.499 1.848 1.481  0.04
39 H -5.537 2.666 1.361  0.26
40 H -4.228 3.878 1.822  0.37
41 H -4.389 2.378 2.830  0.32
42 C -5.073 0.733 -4.653  -0.83
43 C -3.698 0.372 -4.310  0.49
44 N -2.619 0.088 -4.032  -0.54
45 H -5.129 1.216 -5.631  0.34
46 H -5.723 -0.143 -4.686  0.32
47 H -5.498 1.425 -3.925  0.03
48 C 1.989 5.173 4.102  -0.44
49 C 2.126 5.840 5.398  0.22
50 N 2.234 6.363 6.416  -0.36
51 H 2.949 4.798 3.740  0.16
52 H 1.309 4.322 4.159  0.12
53 H 1.598 5.851 3.341  0.30
54 C -3.473 -1.453 3.741  0.28
55 C -4.734 -0.721 3.606  0.18
56 N -5.724 -0.145 3.500  -0.46
57 H -3.642 -2.507 3.958  0.41
58 H -2.881 -1.401 2.828  -0.35
59 H -2.861 -1.051 4.547  -0.09
60 C -5.216 4.781 -3.299  -0.64
61 C -6.357 3.968 -3.727  0.42
62 N -7.251 3.328 -4.063  -0.43
63 H -4.847 4.469 -2.319  0.10
64 H -4.383 4.702 -4.000  0.26
65 H -5.483 5.837 -3.226  0.33
66 C -0.981 -3.318 -5.346  -0.84
67 C 0.042 -2.877 -4.397  0.55
68 N 0.845 -2.531 -3.651  -0.47
69 H -1.510 -2.471 -5.788  0.26
70 H -0.546 -3.893 -6.166  0.34
71 H -1.728 -3.953 -4.865  0.16
72 C -0.631 -7.820 -5.330  -0.80
73 C -1.692 -6.896 -4.931  0.41
74 N -2.526 -6.170 -4.618  -0.43
75 H -0.704 -8.082 -6.387  0.27
76 H 0.358 -7.387 -5.170  0.26
77 H -0.675 -8.750 -4.760  0.29
78 C -0.443 0.276 6.801  -0.87
79 C -1.050 -1.004 6.434  0.53
80 N -1.528 -2.009 6.145  -0.48
81 H -0.909 0.699 7.693  0.31
82 H 0.623 0.167 7.010  0.29
83 H -0.545 1.011 6.000  0.27
84 C 3.759 -4.552 1.299  -0.94
85 C 3.887 -3.242 1.936  0.55
86 N 3.987 -2.211 2.436  -0.47
87 H 2.732 -4.745 0.986  0.21
88 H 4.390 -4.630 0.410  0.35
89 H 4.049 -5.357 1.975  0.34
90 C -0.258 -2.807 1.423  0.35
91 C -1.475 -3.375 2.002  0.09
92 N -2.432 -3.821 2.459  -0.55
93 H 0.178 -3.472 0.674  0.30
94 H -0.456 -1.850 0.933  -0.47
95 H 0.505 -2.630 2.185  0.24
96 C -0.067 -4.859 5.669  -0.60
97 C 0.857 -5.213 4.592  0.38
98 N 1.586 -5.492 3.747  -0.38
99 H 0.436 -4.307 6.465  0.26
100 H -0.884 -4.232 5.306  0.07
101 H -0.515 -5.746 6.121  0.30
102 C 8.916 3.520 2.375  -0.89
103 C 8.368 2.216 2.003  0.41
104 N 7.935 1.193 1.711  -0.36
105 H 8.422 3.923 3.262  0.27
106 H 9.983 3.457 2.597  0.32
107 H 8.791 4.250 1.573  0.26
108 C 2.096 1.906 -5.866  -0.80
109 C 2.962 1.253 -4.884  0.49
110 N 3.643 0.740 -4.112  -0.44
111 H 1.471 1.182 -6.392  0.27
112 H 1.429 2.630 -5.393  0.20
113 H 2.677 2.442 -6.619  0.33


This record from the Open Molecules 2025 dataset describes 18 unconnected molecules or ions with the total composition C37H57BFIN19O4 in a non-equilibrium geometry. The level of theory is the ωB97M-V functional and the def2-TZVPD basis.

* total charge: +1
* gap between HOMO and LUMO: 7.939 eV
* molar mass: 988.7 g mol⁻¹
* energy relative to the best compared isomer or geometry (same formula, charge and spin): 111.3 kJ/mol

Each line ends with the Mulliken charge.
Element x y z (Å)
1 O 3.791 -0.297 -1.317  -0.35
2 C 2.674 -0.039 -1.357  0.49
3 F 2.293 0.960 -2.200  -0.14
4 N 1.739 -0.797 -0.570  -0.01
5 C 1.055 -0.026 0.447  0.12
6 O 1.244 -0.292 1.561  -0.38
7 N 0.144 1.112 0.177  -0.05
8 I 1.096 2.984 0.189  0.34
9 C -0.675 0.993 -1.091  -0.78
10 B -1.595 -0.319 -1.187  0.67
11 O -2.100 -0.649 -2.440  -0.47
12 O -1.880 -1.164 -0.125  -0.47
13 H 1.098 -1.350 -1.145  0.37
14 H -0.526 1.135 0.957  0.41
15 H -0.070 1.048 -2.017  0.12
16 H -1.353 1.880 -1.121  0.59
17 H -2.241 0.190 -2.934  0.13
18 H -1.989 -2.047 -0.523  0.29
19 C -3.543 -1.249 -5.734  -1.04
20 C -2.982 0.022 -5.283  0.48
21 N -2.545 1.024 -4.922  -0.50
22 H -2.986 -2.091 -5.327  0.31
23 H -4.577 -1.361 -5.423  0.51
24 H -3.514 -1.332 -6.816  0.29
25 C -1.890 5.380 -4.557  -1.01
26 C -1.885 4.169 -3.750  0.37
27 N -1.880 3.212 -3.116  -0.27
28 H -1.898 6.274 -3.933  0.30
29 H -1.010 5.439 -5.199  0.31
30 H -2.769 5.424 -5.201  0.30
31 C 3.475 2.990 4.100  0.13
32 C 2.629 3.824 3.266  0.51
33 N 1.967 4.484 2.597  -0.61
34 H 3.387 3.259 5.157  -0.02
35 H 3.212 1.937 4.009  -0.02
36 H 4.522 3.086 3.825  0.05
37 C 0.454 4.969 6.947  -0.81
38 C 1.775 4.354 6.990  0.48
39 N 2.817 3.872 7.024  -0.54
40 H -0.143 4.689 7.815  0.30
41 H 0.523 6.057 6.933  0.28
42 H -0.097 4.665 6.056  0.25
43 C 2.661 -1.893 4.986  -0.59
44 C 3.267 -0.649 5.452  0.41
45 N 3.740 0.332 5.818  -0.43
46 H 3.179 -2.764 5.386  0.35
47 H 1.621 -1.968 5.288  0.05
48 H 2.691 -1.966 3.898  0.21
49 C 5.168 2.506 -1.134  -0.17
50 C 5.697 3.775 -0.646  0.14
51 N 6.112 4.774 -0.262  -0.41
52 H 5.705 1.659 -0.707  0.27
53 H 4.114 2.390 -0.875  -0.30
54 H 5.249 2.431 -2.219  0.41
55 C -5.578 -3.443 -9.143  -0.84
56 C -5.179 -3.321 -7.748  0.47
57 N -4.862 -3.224 -6.647  -0.47
58 H -5.561 -4.483 -9.470  0.29
59 H -6.588 -3.065 -9.306  0.31
60 H -4.911 -2.884 -9.800  0.27
61 C 1.714 -0.003 -5.419  -0.29
62 C 0.606 -0.607 -6.147  0.30
63 N -0.264 -1.082 -6.724  -0.35
64 H 1.421 0.266 -4.404  -0.27
65 H 2.562 -0.685 -5.348  0.32
66 H 2.064 0.905 -5.910  0.31
67 C -2.044 -6.112 -7.661  -0.85
68 C -3.319 -6.297 -8.342  0.49
69 N -4.322 -6.442 -8.881  -0.49
70 H -1.204 -6.283 -8.333  0.28
71 H -1.945 -5.100 -7.266  0.21
72 H -1.934 -6.801 -6.825  0.31
73 C -6.004 3.005 -2.723  -0.78
74 C -5.573 3.879 -3.808  0.43
75 N -5.234 4.565 -4.663  -0.43
76 H -7.077 3.089 -2.548  0.33
77 H -5.789 1.960 -2.947  0.20
78 H -5.499 3.252 -1.790  0.24
79 C 7.290 0.538 3.760  -0.89
80 C 6.437 1.376 2.927  0.50
81 N 5.765 2.037 2.271  -0.44
82 H 7.207 0.808 4.813  0.28
83 H 7.024 -0.515 3.670  0.29
84 H 8.338 0.635 3.481  0.28
85 C -1.556 -9.293 -10.179  -0.84
86 C -1.154 -9.160 -8.783  0.40
87 N -0.839 -9.055 -7.684  -0.42
88 H -1.539 -10.335 -10.499  0.33
89 H -2.567 -8.916 -10.338  0.28
90 H -0.890 -8.736 -10.839  0.27
91 C -1.819 -3.349 6.475  -0.62
92 C -0.505 -3.705 5.948  0.47
93 N 0.527 -3.985 5.528  -0.46
94 H -2.576 -4.076 6.183  0.31
95 H -1.813 -3.304 7.565  0.30
96 H -2.142 -2.380 6.112  0.00
97 C -4.362 0.192 4.692  -0.56
98 C -4.391 -1.050 5.456  0.46
99 N -4.409 -2.026 6.061  -0.45
100 H -4.336 1.064 5.346  0.28
101 H -3.484 0.244 4.047  0.16
102 H -5.241 0.290 4.053  0.12
103 C 2.762 2.564 10.614  -0.62
104 C 1.547 2.504 11.418  0.31
105 N 0.588 2.457 12.048  -0.36
106 H 2.537 2.528 9.547  0.11
107 H 3.319 3.483 10.798  0.26
108 H 3.430 1.730 10.834  0.28
109 C -7.838 -1.642 3.690  -0.71
110 C -7.383 -0.747 2.630  0.34
111 N -7.023 -0.042 1.798  -0.37
112 H -8.906 -1.530 3.879  0.29
113 H -7.662 -2.687 3.433  0.26
114 H -7.318 -1.446 4.629  0.23
115 C 10.429 3.634 3.194  -0.73
116 C 10.414 2.408 3.984  0.42
117 N 10.402 1.443 4.606  -0.42
118 H 10.469 4.517 3.833  0.27
119 H 11.295 3.669 2.532  0.27
120 H 9.537 3.719 2.573  0.24